1.
C4H8O2 | wB97M-V/def2-TZVPD

Orbital gap: 10.50 eV
Energy relative to the best compared isomer or geometry (same formula, charge and spin): 380.3 kJ/mol
Lowest unoccupied orbital energy: 0.422 eV

Each line ends with the Mulliken charge.
Atoms and positions in Å:
C: 0.049 -1.641 -0.346  -1.3412
C: -1.019 -0.588 -0.310  0.3880
C: -0.855 0.705 0.362  -0.6243
O: -1.676 -0.307 0.920  -0.4465
H: 0.764 -1.498 0.473  0.3469
H: 0.606 -1.630 -1.296  0.3151
H: -0.393 -2.638 -0.244  0.3427
H: -1.758 -0.622 -1.111  0.3639
H: -1.370 1.600 -0.029  0.3421
H: -0.042 0.734 1.116  0.3615
C: 1.378 1.451 0.122  -0.0924
O: 1.699 1.364 1.291  -0.4629
H: 0.953 2.378 -0.323  0.2736
H: 1.664 0.690 -0.626  0.2335

2.
C4H4ClN | wB97M-V/def2-TZVPD

Spin multiplicity: 3
Orbital gap (alpha / beta): 8.40 / 7.63 eV
Energy relative to the best compared isomer or geometry (same formula, charge and spin): 246.2 kJ/mol
Expectation value of S²: 2.03
Lowest unoccupied orbital energy (alpha / beta): 0.351 / -1.298 eV

Each line ends with the Mulliken charge.
Atoms and positions in Å:
C: -0.231 1.993 -0.244  -0.4327
C: -0.946 1.107 -1.154  -0.0770
C: -0.183 0.708 0.387  0.1682
C: 0.737 -2.074 0.723  -0.4698
N: -1.321 0.210 -0.168  -0.3068
Cl: 1.956 -1.050 1.193  -0.0897
H: 0.373 2.847 -0.237  0.3730
H: -0.734 0.727 -2.106  0.2363
H: 0.497 -2.793 1.484  0.2497
H: -0.148 -1.676 0.122  0.3488

3.
C46H44NP2PtSi | wB97M-V/def2-TZVPD

Spin multiplicity: 3
Total charge: +1
Orbital gap (alpha / beta): 5.81 / 7.72 eV
Energy relative to the best compared isomer or geometry (same formula, charge and spin): 0.0 kJ/mol
Expectation value of S²: 2.01
Lowest unoccupied orbital energy (alpha / beta): -2.149 / -2.845 eV

Each line ends with the Mulliken charge.
Atoms and positions in Å:
Pt: -0.570 -0.393 0.304  0.1439
C: -2.196 -1.127 -3.000  -1.3840
Si: -0.772 -0.320 -2.051  0.0503
C: -0.837 1.529 -2.497  0.7204
C: -0.752 1.962 -3.817  -0.7255
C: -0.840 3.308 -4.142  -0.8705
C: -1.036 4.248 -3.140  -0.9140
C: -1.151 3.840 -1.818  -0.9304
C: -1.059 2.489 -1.493  0.3010
P: -1.153 1.919 0.243  2.5270
C: -1.276 3.434 1.258  -0.0393
C: -2.514 4.055 1.434  -0.3580
C: -2.611 5.228 2.166  -0.7337
C: -1.477 5.793 2.734  -0.5918
C: -0.246 5.175 2.571  -0.8243
C: -0.148 4.002 1.839  -0.2025
C: -2.834 1.219 0.484  -0.2996
C: -3.741 1.036 -0.561  -0.4592
C: -4.958 0.404 -0.337  -0.6811
C: -5.284 -0.048 0.931  -0.6009
C: -4.403 0.155 1.986  -0.7390
C: -3.194 0.790 1.770  -0.2468
C: 0.793 -1.262 -2.593  0.4038
C: 0.827 -2.062 -3.731  -0.9290
C: 1.879 -2.939 -3.965  -1.0118
C: 2.912 -3.038 -3.049  -0.8778
C: 2.914 -2.237 -1.913  -0.9446
C: 1.872 -1.348 -1.689  0.5720
P: 1.698 -0.231 -0.262  0.9160
C: 2.228 1.392 -0.918  1.1557
C: 2.407 1.634 -2.277  -0.8055
C: 2.746 2.903 -2.725  -0.4364
C: 2.919 3.938 -1.822  -0.8114
C: 2.766 3.699 -0.463  -0.3241
C: 2.423 2.436 -0.013  -0.9902
C: 3.084 -0.518 0.907  0.7964
C: 4.417 -0.546 0.500  -0.7014
C: 5.428 -0.691 1.437  -0.8587
C: 5.125 -0.784 2.790  -0.5937
C: 3.805 -0.714 3.209  -0.8228
C: 2.793 -0.583 2.267  -0.2882
H: -2.056 -0.953 -4.072  0.5980
H: -3.156 -0.685 -2.732  0.2554
H: -2.251 -2.204 -2.835  0.3415
H: -0.595 1.237 -4.610  0.3798
H: -0.754 3.623 -5.175  0.4355
H: -1.106 5.300 -3.385  0.4049
H: -1.312 4.580 -1.044  0.4045
H: -3.406 3.626 0.997  0.5104
H: -3.576 5.702 2.291  0.4295
H: -1.555 6.708 3.306  0.3936
H: 0.641 5.605 3.019  0.4436
H: 0.813 3.526 1.722  0.2737
H: -3.497 1.409 -1.549  0.5467
H: -5.654 0.273 -1.156  0.4542
H: -6.230 -0.546 1.103  0.4036
H: -4.665 -0.175 2.983  0.4679
H: -2.522 0.970 2.602  0.4357
H: 0.008 -2.028 -4.440  0.4273
H: 1.878 -3.560 -4.852  0.4379
H: 3.722 -3.738 -3.212  0.4466
H: 3.728 -2.331 -1.206  0.5340
H: 2.270 0.835 -2.994  0.2622
H: 2.874 3.080 -3.785  0.4560
H: 3.181 4.927 -2.174  0.4091
H: 2.917 4.505 0.245  0.4379
H: 2.325 2.245 1.051  0.5853
H: 4.672 -0.421 -0.545  0.5446
H: 6.460 -0.715 1.112  0.4411
H: 5.920 -0.885 3.518  0.4094
H: 3.565 -0.736 4.265  0.4920
H: 1.758 -0.484 2.581  0.4848
C: 0.365 -4.871 3.367  -0.9282
N: 0.748 -3.511 2.906  0.1078
C: -0.177 -2.493 3.471  -0.4433
C: 0.870 -3.410 1.380  -0.4160
C: -0.458 -3.541 0.712  1.5139
C: -0.935 -4.829 0.447  -0.5744
C: -2.208 -5.027 -0.054  -0.9252
C: -3.007 -3.915 -0.285  -0.9491
C: -2.510 -2.639 -0.081  -0.0965
C: -1.213 -2.389 0.395  -0.0455
H: 0.403 -4.902 4.453  0.3369
H: 1.054 -5.602 2.952  0.3527
H: -0.644 -5.081 3.021  0.4665
H: 1.687 -3.321 3.258  0.3350
H: -1.155 -2.638 3.019  0.3396
H: 0.172 -1.498 3.214  0.0040
H: -0.227 -2.624 4.549  0.4659
H: 1.595 -4.174 1.103  0.7499
H: 1.287 -2.424 1.208  -1.1684
H: -0.293 -5.686 0.631  0.5057
H: -2.570 -6.025 -0.266  0.4098
H: -4.016 -4.043 -0.659  0.4628
H: -3.146 -1.794 -0.325  0.3592

4.
C5H13Cl2OP | wB97M-V/def2-TZVPD

Orbital gap: 9.18 eV
Lowest unoccupied orbital energy: 0.578 eV

Each line ends with the Mulliken charge.
Atoms and positions in Å:
C: 0.025 0.118 2.420  -1.1993
C: -0.655 -1.132 1.894  0.0884
Cl: -1.551 -1.882 3.266  -0.1900
C: -1.566 -0.937 0.691  -0.4841
Cl: -3.033 -0.013 1.049  -0.1632
P: -0.679 -0.142 -0.824  0.2590
C: 0.244 0.658 -2.259  -0.8865
C: 1.635 1.120 -1.859  -0.5513
O: 2.463 0.014 -1.488  -0.5237
H: 0.683 -0.144 3.244  0.3978
H: 0.640 0.588 1.651  0.2356
H: -0.710 0.848 2.750  0.3289
H: 0.086 -1.875 1.604  0.3041
H: -1.866 -1.931 0.351  0.4972
H: -0.660 1.109 -0.140  0.0060
H: -1.809 -0.437 -1.615  -0.0060
H: 0.305 -1.167 -0.707  0.0203
H: 0.275 0.020 -3.145  0.4734
H: -0.314 1.561 -2.534  0.3971
H: 2.111 1.633 -2.695  0.3382
H: 1.543 1.824 -1.027  0.3481
H: 2.834 0.170 -0.626  0.3100

5.
C21H18CaN9O10S | wB97M-V/def2-TZVPD

Total charge: -1
Orbital gap: 7.44 eV
Lowest unoccupied orbital energy: 2.179 eV

Each line ends with the Mulliken charge.
Atoms and positions in Å:
Ca: 0.026 0.282 -0.897  1.8385
O: -0.783 -1.178 -3.729  -0.7008
C: -0.462 -0.031 -3.409  0.1360
O: 0.627 0.320 -2.834  -0.9252
C: -1.431 1.110 -3.687  0.6577
C: -1.985 1.278 -4.918  -0.3392
C: -2.840 2.364 -5.180  -0.5696
C: -3.115 3.288 -4.193  -0.3997
C: -2.547 3.142 -2.944  -0.4799
C: -1.724 2.013 -2.592  1.2165
O: -1.325 1.791 -1.418  -0.8130
N: -2.817 4.186 -1.978  0.8225
O: -3.871 4.805 -2.078  -0.6382
O: -1.978 4.434 -1.131  -0.5164
N: -3.410 2.534 -6.486  1.0169
O: -3.165 1.693 -7.342  -0.6622
O: -4.108 3.517 -6.702  -0.6651
H: -1.769 0.577 -5.711  0.5520
H: -3.755 4.134 -4.391  0.5824
N: 3.960 -0.750 6.781  -0.5986
C: 3.070 -0.745 5.703  1.1024
C: 3.376 -1.445 4.535  -0.7174
C: 2.478 -1.467 3.484  -0.6892
C: 1.267 -0.793 3.585  -0.4414
C: 0.955 -0.099 4.737  -0.2822
C: 1.847 -0.083 5.796  -0.7861
S: 0.212 -0.819 2.151  2.0154
O: 0.226 -2.205 1.725  -0.8810
O: -1.074 -0.268 2.482  -0.7955
N: 1.007 0.040 1.034  -0.6329
C: 0.946 1.399 1.167  0.6211
N: 1.150 2.090 0.023  -0.7157
C: 0.906 3.394 0.054  -0.0819
C: 0.540 4.059 1.207  -0.7432
C: 0.495 3.285 2.355  -0.1919
N: 0.700 1.978 2.357  -0.3131
H: 4.919 -0.925 6.532  0.2225
H: 3.861 0.023 7.418  0.2231
H: 4.322 -1.970 4.460  0.2649
H: 2.697 -2.003 2.569  0.4028
H: 0.015 0.434 4.793  0.4735
H: 1.603 0.457 6.705  0.2693
H: 1.018 3.921 -0.886  0.4093
H: 0.298 5.111 1.204  0.3985
H: 0.288 3.729 3.324  0.3988
C: 0.067 -5.506 -0.647  -1.1655
N: -0.232 -4.128 -0.957  0.0376
C: -1.462 -3.472 -0.555  -0.6189
C: -1.064 -2.010 -0.700  0.8147
O: -1.787 -1.042 -0.530  -0.7204
N: 0.236 -1.935 -1.098  -0.1820
C: 0.671 -3.161 -1.226  -0.0335
N: 1.942 -3.428 -1.589  -0.4997
H: -0.453 -5.789 0.269  0.3438
H: 1.135 -5.627 -0.468  0.4184
H: -0.243 -6.181 -1.448  0.3091
H: -1.719 -3.686 0.483  0.3636
H: -2.295 -3.709 -1.218  0.3841
H: 2.419 -2.623 -1.965  0.2702
H: 2.136 -4.311 -2.027  0.2338

6.
H14NO5 | wB97M-V/def2-TZVPD

Spin multiplicity: 2
Total charge: +2
Orbital gap (alpha / beta): 12.31 / 2.53 eV
Energy relative to the best compared isomer or geometry (same formula, charge and spin): 63.1 kJ/mol
Expectation value of S²: 0.76
Lowest unoccupied orbital energy (alpha / beta): -6.617 / -15.061 eV

Each line ends with the Mulliken charge.
Atoms and positions in Å:
N: -0.077 1.505 -0.759  -0.3514
H: 0.830 1.937 -0.726  0.3614
H: -0.581 1.864 -1.577  0.3925
H: -0.567 1.482 0.147  0.2974
H: 0.056 0.445 -0.841  0.3398
H: -0.526 -1.340 -2.287  0.3164
H: -1.818 -1.882 -1.930  0.3281
O: -1.227 -1.183 -1.623  -0.6662
H: 2.910 -0.359 -0.274  0.3867
H: 1.999 -1.493 -0.816  0.4457
O: 2.067 -0.477 -0.717  -0.3843
H: -2.701 1.644 2.603  0.3797
H: -3.817 1.643 1.544  0.4003
O: -2.890 1.904 1.696  -0.4001
H: 2.682 -3.613 -0.898  0.3357
H: 1.166 -3.711 -1.142  0.3256
O: 1.879 -3.065 -1.005  -0.6187
H: 0.057 1.272 3.288  0.3341
H: 1.062 1.821 2.361  0.3283
O: 0.152 1.527 2.366  -0.5510

7.
C13H22N7O3Pd | wB97M-V/def2-TZVPD

Total charge: +1
Orbital gap: 8.12 eV
Energy relative to the best compared isomer or geometry (same formula, charge and spin): 56.9 kJ/mol
Lowest unoccupied orbital energy: -3.032 eV

Each line ends with the Mulliken charge.
Atoms and positions in Å:
Pd: -0.328 0.190 0.200  0.5988
C: -4.545 4.823 -0.303  -0.9013
N: -3.755 3.652 -0.667  0.0831
C: -3.902 3.031 -1.857  0.2247
C: -3.168 1.946 -2.197  -1.1134
C: -2.232 1.501 -1.218  1.1306
O: -1.474 0.454 -1.466  -1.0395
N: -2.086 2.090 -0.054  -0.0927
C: -2.822 3.193 0.287  0.1382
O: -2.716 3.778 1.346  -0.6924
H: -5.205 5.072 -1.130  0.2964
H: -3.885 5.661 -0.088  0.3097
H: -5.129 4.614 0.590  0.3098
H: -4.639 3.458 -2.525  0.3499
H: -3.271 1.457 -3.152  0.4739
N: 1.761 1.760 -1.412  -0.0851
C: 1.030 1.155 -0.763  -0.0267
H: 2.375 2.283 -2.004  0.3008
N: -2.853 -1.821 -0.737  -0.3392
C: -2.676 -1.722 0.582  0.5505
N: -3.461 -2.444 1.402  -0.4253
O: -1.781 -1.003 1.100  -0.4984
H: -3.601 -2.370 -1.121  0.1772
H: -2.374 -1.140 -1.323  0.3446
H: -4.233 -2.990 1.065  0.1866
H: -3.326 -2.354 2.392  0.2214
C: 2.025 0.797 1.997  -0.7621
C: 2.632 0.736 3.423  -0.9282
N: 1.765 -0.017 4.316  -0.1278
C: 1.600 -1.368 3.796  -0.7329
C: 0.964 -1.338 2.381  -0.2877
N: 0.720 0.078 1.982  0.0585
C: -0.181 0.734 2.982  -0.1637
C: 0.464 0.639 4.388  -0.8500
H: 2.671 0.323 1.259  0.5262
H: 1.836 1.825 1.689  0.4519
H: 2.761 1.740 3.826  0.3312
H: 3.613 0.260 3.401  0.3090
H: 0.973 -1.933 4.485  0.3468
H: 2.577 -1.851 3.768  0.2703
H: 0.008 -1.853 2.350  0.2290
H: 1.616 -1.779 1.628  0.4518
H: -1.142 0.229 2.936  0.3297
H: -0.334 1.763 2.656  0.4230
H: -0.172 0.068 5.064  0.3334
H: 0.595 1.631 4.818  0.3095

8.
C5H4FNS | wB97M-V/def2-TZVPD

Orbital gap: 8.35 eV
Energy relative to the best compared isomer or geometry (same formula, charge and spin): 238.0 kJ/mol
Lowest unoccupied orbital energy: -0.710 eV

Each line ends with the Mulliken charge.
Atoms and positions in Å:
F: -3.292 -0.694 -0.189  -0.2805
C: -1.927 -0.268 0.072  0.4140
N: -1.002 -1.089 0.122  -0.4832
C: 0.173 -0.274 0.294  0.1913
C: 1.449 -0.807 -0.026  -0.2147
S: 3.017 -0.070 -0.099  -0.1855
C: -0.175 1.186 0.093  -0.4310
C: -1.556 1.078 -0.081  -0.5620
H: 1.272 -1.834 -0.006  0.4218
H: 3.836 -1.045 -0.121  0.1379
H: 0.454 1.950 0.163  0.5566
H: -2.249 1.866 -0.222  0.4355

> Number 5 is which compound?

C21H18CaN9O10S